No. 1
{"formula": "C21H24N2O3S", "method": "ωB97M-V/def2-TZVPD", "species": ["C", "O", "C", "C", "N", "C", "O", "C", "N", "C", "O", "C", "C", "C", "C", "C", "C", "C", "H", "H", "H", "H", "H", "H", "C", "H", "H", "S", "C", "C", "C", "C", "C", "C", "C", "H", "H", "H", "H", "H", "H", "H", "H", "H", "H", "H", "H", "H", "H", "H", "H"], "coordinates": [[2.098535, 3.154212, 0.113126], [2.971390, 3.383351, 1.193469], [3.221947, 2.271504, 2.014677], [2.083340, 1.916637, 2.991720], [1.073757, 1.052362, 2.422518], [1.215351, -0.282217, 2.417369], [2.125855, -0.887101, 2.944817], [0.079236, -0.987998, 1.632657], [0.310614, -0.781853, 0.219886], [-0.083913, 0.361520, -0.395336], [-0.634335, 1.296946, 0.169708], [0.331145, 0.237395, -1.799568], [0.136146, 1.097267, -2.866638], [0.650311, 0.728242, -4.098157], [1.343124, -0.466079, -4.249838], [1.543277, -1.323842, -3.177328], [1.031285, -0.960385, -1.948309], [1.077035, -1.664967, -0.630693], [0.619009, -2.658571, -0.680939], [2.101082, -1.776939, -0.253718], [2.084102, -2.249603, -3.303474], [1.733984, -0.732381, -5.220700], [0.512930, 1.374112, -4.952409], [-0.404110, 2.020443, -2.727857], [0.011515, -2.448941, 2.044780], [0.995864, -2.910699, 1.966120], [-0.310599, -2.508578, 3.085194], [-1.094367, -3.496939, 1.049936], [-2.710162, -2.670171, 1.274184], [-2.914413, -1.499768, 0.361489], [-2.639957, -1.614250, -0.995795], [-2.843052, -0.543182, -1.845408], [-3.330947, 0.653336, -1.348179], [-3.606944, 0.775623, 0.001642], [-3.396342, -0.294035, 0.853525], [-3.610235, -0.191699, 1.909114], [-3.976160, 1.709622, 0.396925], [-3.486618, 1.491836, -2.009948], [-2.616026, -0.642965, -2.897068], [-2.256036, -2.549334, -1.378893], [-3.437730, -3.454265, 1.053994], [-2.797318, -2.392892, 2.325043], [-0.865245, -0.477832, 1.861641], [0.342564, 1.458936, 1.844935], [1.608126, 2.835350, 3.339357], [2.517439, 1.381671, 3.839976], [4.103923, 2.549950, 2.596635], [3.462778, 1.385128, 1.409417], [2.402458, 2.270753, -0.463144], [1.059968, 3.025723, 0.432128], [2.166420, 4.035565, -0.522581]], "atomic_forces_ev_per_a": [[-0.1, 0.1, 0.0], [0.1, 0.2, 0.0], [-0.1, -0.1, 0.4], [0.4, 0.0, -0.2], [-0.1, 0.5, 0.0], [-0.7, 0.0, -0.2], [0.4, -0.3, 0.1], [0.1, 0.1, 0.3], [0.0, -0.2, 0.1], [-0.1, 0.1, 0.3], [-0.1, 0.1, -0.2], [0.4, -0.3, -0.5], [0.0, -0.1, 0.2], [-0.1, 0.1, 0.0], [0.1, -0.1, 0.0], [0.0, 0.0, 0.0], [-0.3, 0.5, 0.1], [0.3, -0.4, 0.0], [0.1, 0.1, 0.0], [0.0, 0.0, -0.1], [0.1, -0.1, 0.0], [0.0, 0.0, -0.1], [0.0, 0.1, -0.1], [-0.1, 0.1, 0.0], [-0.4, -0.1, -0.3], [0.0, 0.0, 0.1], [0.2, 0.0, 0.0], [-0.2, -0.1, 0.3], [0.5, -0.3, 0.0], [-0.1, 0.2, 0.0], [-0.1, 0.0, 0.0], [-0.1, -0.1, -0.1], [-0.1, 0.1, 0.0], [-0.1, 0.1, -0.1], [0.0, -0.1, 0.0], [0.0, 0.0, 0.1], [0.0, 0.1, 0.0], [0.0, 0.1, -0.1], [0.0, 0.0, -0.1], [0.1, -0.1, -0.1], [0.0, 0.0, 0.1], [-0.1, 0.0, 0.0], [0.2, -0.1, 0.0], [0.0, -0.2, 0.1], [0.1, 0.0, 0.0], [0.0, 0.1, 0.0], [0.0, -0.1, 0.0], [0.0, 0.0, 0.0], [0.0, 0.0, 0.0], [0.1, 0.0, -0.1], [-0.1, 0.0, -0.1]], "smiles": "COCCNC(=O)[C@H](CSCc1ccccc1)N1Cc2ccccc2C1=O", "max_force_ev_per_a": 0.73, "charge": 0, "homo_lumo_gap_ev": 9.15, "e_homo_ev": -8.62, "relative_energy_kj_mol": 22.0}

=====

No. 2
{"formula": "C4H6N2", "method": "ωB97M-V/def2-TZVPD", "species": ["N", "C", "C", "N", "C", "C", "H", "H", "H", "H", "H", "H"], "coordinates": [[0.678506, -1.467418, -1.230254], [0.130709, -0.489812, -0.399723], [-0.682501, -0.710471, 0.716715], [-1.116036, 0.448896, 1.267496], [-0.491806, 1.469963, 0.483350], [0.267637, 0.897796, -0.535989], [0.812046, -2.361660, -0.779101], [1.522144, -1.177802, -1.704878], [-0.946038, -1.663579, 1.161451], [-0.167330, 1.136022, 1.702294], [-0.848155, 2.484429, 0.599049], [0.840823, 1.433636, -1.280411]], "atomic_forces_ev_per_a": [[0.1, -0.1, 0.0], [-0.1, 0.2, 0.2], [0.1, -0.1, 0.0], [0.0, 0.0, -0.1], [0.0, 0.2, -0.3], [0.0, 0.0, 0.0], [0.0, 0.1, -0.1], [-0.1, 0.0, 0.0], [0.0, 0.2, 0.0], [0.0, -0.3, 0.3], [0.1, -0.1, 0.0], [-0.1, -0.1, 0.0]], "max_force_ev_per_a": 0.42, "charge": 0, "homo_lumo_gap_ev": 9.50, "e_homo_ev": -8.43, "relative_energy_kj_mol": 224.2}

=====

No. 3
{"formula": "C6H16FO2Rb2", "method": "ωB97M-V/def2-TZVPD", "species": ["Rb", "Rb", "F", "C", "C", "C", "O", "H", "H", "H", "H", "H", "H", "H", "H", "C", "C", "C", "O", "H", "H", "H", "H", "H", "H", "H", "H"], "coordinates": [[0.319333, -0.455383, -3.375429], [-0.409147, 2.027696, 1.742722], [0.076054, 0.974887, -0.893711], [-3.865328, -0.001379, -1.349558], [-3.131037, -0.749565, -0.253023], [-2.323030, -1.913479, -0.790283], [-2.234251, 0.122697, 0.445084], [-3.167222, 0.420066, -2.076532], [-4.455818, 0.809719, -0.921966], [-4.572965, -0.658245, -1.860022], [-3.834217, -1.114826, 0.495582], [-1.449712, -1.507490, -1.314451], [-2.867563, -2.572202, -1.473896], [-1.943150, -2.565776, -0.003760], [-1.522204, 0.338374, -0.192819], [3.750480, -0.062858, 0.168768], [2.761052, 0.134459, 1.324118], [2.818279, 1.575615, 1.800357], [1.465421, -0.242076, 0.876195], [3.690115, -1.089841, -0.183687], [4.774991, 0.200873, 0.433807], [3.473132, 0.629809, -0.634299], [3.060007, -0.513520, 2.147338], [2.071442, 1.743983, 2.581671], [2.611815, 2.292171, 0.994945], [3.807372, 1.846901, 2.165859], [1.096153, 0.329391, 0.146988]], "atomic_forces_ev_per_a": [[0.0, 0.3, 0.5], [-0.3, -0.3, -0.3], [-0.2, -0.1, -0.3], [-0.4, 0.0, 0.2], [0.2, 0.0, 0.1], [0.2, -0.6, -0.2], [0.0, 0.2, -0.2], [0.0, 0.0, 0.0], [0.1, 0.1, 0.0], [0.1, 0.0, -0.1], [-0.1, 0.1, 0.0], [0.0, -0.1, 0.0], [-0.1, 0.3, 0.0], [0.1, 0.2, 0.1], [0.2, 0.1, 0.1], [-0.2, 0.4, 0.1], [0.5, 0.3, -1.2], [-0.3, 0.3, 0.0], [-0.2, 0.1, 0.7], [0.1, 0.0, -0.1], [0.0, -0.2, 0.1], [-0.1, -0.2, -0.1], [-0.3, -0.2, 0.0], [0.4, 0.0, 0.3], [-0.1, -0.2, -0.1], [0.0, -0.1, 0.3], [0.3, -0.3, 0.0]], "max_force_ev_per_a": 1.30, "charge": 1, "homo_lumo_gap_ev": 9.33, "e_homo_ev": -12.55, "relative_energy_kj_mol": 0.0}

=====

No. 4
{"formula": "C5H11O2", "method": "ωB97M-V/def2-TZVPD", "species": ["C", "C", "H", "H", "H", "H", "H", "H", "C", "C", "C", "O", "O", "H", "H", "H", "H", "H"], "coordinates": [[-0.398323, 0.160614, 1.637707], [-0.360713, -0.921147, 2.637061], [0.120359, 1.051268, 1.851495], [0.168248, -0.167694, 0.759465], [-1.437305, 0.399230, 1.372834], [-0.610632, -1.832980, 2.263854], [-0.893217, -0.882733, 3.589190], [0.736163, -0.999963, 3.059386], [0.442877, 0.897109, -1.890135], [1.081328, -0.542550, -1.959392], [-0.990320, 0.795932, -1.199617], [-1.049253, 1.725095, -0.336676], [-1.904406, 0.038096, -1.569088], [1.203412, 1.607107, -1.408118], [0.171619, 1.377248, -2.899642], [1.331579, -0.904395, -0.957378], [2.032126, -0.445694, -2.601995], [0.356463, -1.354543, -2.348954]], "atomic_forces_ev_per_a": [[-1.0, -0.5, -0.9], [3.7, 1.0, 3.6], [0.3, 1.2, 1.0], [-0.5, -0.3, -0.1], [0.4, -0.1, -0.1], [-0.6, -2.7, -1.4], [-0.5, 0.9, -0.3], [-1.7, -0.2, -1.0], [0.4, 0.1, -0.6], [-0.4, -0.1, -1.2], [-1.7, -1.1, -1.7], [0.2, 0.8, -0.2], [2.4, 1.3, 0.9], [-1.4, -0.9, -0.4], [0.5, -1.0, 1.3], [0.3, 0.3, -0.1], [-1.5, -0.5, 1.0], [1.2, 1.6, 0.2]], "s_squared": 0.755, "multiplicity": 2, "max_force_ev_per_a": 5.23, "charge": 0, "homo_lumo_gap_ev": [11.43, 7.58], "e_homo_ev": [-10.64, -10.56], "relative_energy_kj_mol": 107.6}